A structure of composition C6H9Cl2O3PYYb at a distorted geometry. Source: OMol25; level of theory: ωB97M-V/def2-TZVPD.

Calculated values
Spin multiplicity: 2
Net charge: +4
HOMO energy (alpha / beta) in hartree: -0.8676 / -0.8621
Relative energy (zero: lowest compared OMol25 entry of this formula, charge and spin) in eV: 0.1147

Last column: Mulliken spin population.
Atoms and positions in Å:
Y  2.805  -0.424  -3.155  0.000
Yb  -0.789  0.541  -0.861  0.821
Cl  2.307  1.513  -1.651  0.000
Cl  0.293  -1.309  -2.245  0.002
C  -2.591  -1.058  -0.996  -0.003
C  2.716  1.349  -4.667  0.000
C  1.713  -0.960  -5.159  0.000
O  -3.329  -1.901  -1.251  0.000
O  2.490  2.201  -5.427  0.000
O  1.117  -1.069  -6.147  0.000
C  0.836  0.513  3.218  0.010
P  0.000  -0.034  1.682  0.125
C  -0.930  -1.482  2.315  0.007
C  -1.371  1.210  1.586  0.017
H  1.659  -0.185  3.443  0.001
H  0.123  0.526  4.059  0.005
H  1.258  1.519  3.069  0.000
H  -1.319  -1.264  3.321  0.005
H  -1.756  -1.774  1.650  0.000
H  -0.224  -2.324  2.374  0.001
H  -1.859  1.198  2.567  0.010
H  -0.963  2.222  1.424  -0.001
H  -2.185  0.992  0.851  -0.001